The following is a quantum chemistry calculation of a 3-piece molecular cluster, C26H46BrFNO11 overall at a distorted geometry, from the Open Molecules 2025 dataset.

The calculation puts the relative energy (zero: lowest compared OMol25 entry of this formula, charge and spin) at 872.4 kJ/mol. The molar mass comes out at 647.6 g/mol. The gap between HOMO and LUMO is 6.60 eV. Its total charge is -1. The total energy comes out at -4574.0147 Eh.

Each line ends with the Löwdin charge.
Atoms and positions in Å:
C  7.088  1.668  7.195  0.062
C  6.282  2.245  6.167  0.007
C  5.180  2.568  4.950  -0.284
C  5.816  3.896  4.152  -0.031
C  7.077  3.545  3.177  -0.210
O  6.773  2.994  1.970  -0.056
O  8.504  3.783  3.446  -0.022
C  9.264  2.522  3.547  -0.262
C  9.622  1.524  2.271  -0.020
O  9.654  2.159  4.791  -0.032
C  3.886  3.229  5.783  -0.382
O  3.516  2.790  7.012  -0.139
O  3.086  4.369  5.253  -0.246
N  4.853  1.420  4.072  -0.144
C  3.479  0.848  4.176  -0.140
C  2.329  1.641  3.252  -0.219
C  1.565  0.566  2.232  -0.074
F  1.270  2.271  4.107  -0.119
C  5.946  0.424  3.836  -0.600
Br  5.894  -0.415  1.974  0.583
C  5.942  -0.875  4.877  -0.269
C  7.484  -1.446  4.958  -0.158
H  7.449  1.317  8.276  0.056
H  6.135  4.687  4.965  0.145
H  4.983  4.400  3.462  0.147
H  10.734  1.138  2.323  0.097
H  9.324  1.973  1.225  0.096
H  8.943  0.553  2.405  0.071
H  3.091  0.630  5.278  0.154
H  3.516  -0.237  3.674  0.102
H  2.946  2.459  2.641  0.158
H  0.887  1.154  1.472  0.065
H  2.425  -0.063  1.700  0.077
H  0.945  -0.221  2.863  0.092
H  7.052  0.857  3.899  0.090
H  5.286  -1.735  4.378  0.089
H  5.452  -0.641  5.914  0.116
H  8.143  -0.852  5.754  0.076
H  7.547  -2.591  5.286  0.077
H  8.064  -1.394  3.922  0.061
C  -0.712  2.154  -0.912  -0.114
O  -1.253  0.849  -0.795  -0.214
C  -2.611  0.842  -0.347  -0.183
C  -3.405  -0.278  -1.022  -0.173
O  -3.702  -0.051  -2.405  -0.141
C  -2.594  -0.093  -3.312  -0.171
C  -1.992  -1.488  -3.502  -0.182
O  -1.229  -1.865  -2.348  -0.208
C  -1.291  -3.259  -2.081  -0.110
H  -0.543  2.585  0.082  0.085
H  0.240  2.081  -1.434  0.090
H  -1.370  2.805  -1.499  0.085
H  -3.097  1.796  -0.569  0.122
H  -2.602  0.699  0.738  0.128
H  -4.375  -0.349  -0.519  0.124
H  -2.924  -1.252  -0.881  0.115
H  -1.839  0.644  -3.042  0.114
H  -3.000  0.226  -4.279  0.123
H  -1.306  -1.481  -4.352  0.123
H  -2.797  -2.210  -3.695  0.119
H  -2.328  -3.613  -2.064  0.083
H  -0.857  -3.434  -1.092  0.090
H  -0.711  -3.813  -2.828  0.086
C  -10.130  -3.000  -3.593  -0.114
O  -9.110  -2.093  -3.976  -0.210
C  -7.888  -2.288  -3.260  -0.183
C  -6.678  -2.031  -4.160  -0.167
O  -6.440  -3.043  -5.146  -0.130
C  -7.394  -3.136  -6.210  -0.174
C  -7.366  -1.953  -7.182  -0.185
O  -7.958  -0.795  -6.578  -0.212
C  -7.345  0.416  -6.996  -0.110
H  -10.502  -2.750  -2.592  0.087
H  -10.947  -2.913  -4.307  0.085
H  -9.770  -4.034  -3.616  0.085
H  -7.824  -3.309  -2.874  0.122
H  -7.884  -1.594  -2.414  0.126
H  -5.786  -2.020  -3.525  0.119
H  -6.726  -1.039  -4.623  0.118
H  -8.395  -3.322  -5.823  0.112
H  -7.113  -4.033  -6.773  0.125
H  -7.959  -2.191  -8.068  0.121
H  -6.330  -1.753  -7.484  0.123
H  -6.256  0.366  -6.889  0.084
H  -7.712  1.221  -6.353  0.090
H  -7.616  0.637  -8.035  0.086

Atoms 1-2, force components in eV/Å:
-6.20 3.92 -6.29
4.65 -4.86 7.01